Below is a cluster of 2 separate species, H3N2O2S2 in total in a non-equilibrium geometry, with properties calculated with ωB97M-V/def2-TZVPD.

```
9
H3N2O2S2 (ωB97M-V/def2-TZVPD)
N 2.267 -0.537 -0.102
N 1.417 -0.637 0.848
O -2.257 0.306 1.047
O -1.450 1.458 -1.023
S -0.617 -1.358 -0.582
S -2.142 -0.009 -0.383
H 1.861 0.226 -0.636
H -0.693 1.967 -0.628
H 1.614 -1.416 1.459
```

Calculated values
* total charge: -1
* gap between HOMO and LUMO: 7.31 eV
* DFT total energy: -1058.1285 a.u.
* energy above the lowest of the compared OMol25 structures with the same formula, charge and spin: 145.08 kJ/mol



Below is a structure of composition C13H22N3O2SSiTi in a non-equilibrium geometry, with properties calculated with ωB97M-V/def2-TZVPD.

```
43
C13H22N3O2SSiTi (ωB97M-V/def2-TZVPD)
Ti 0.732 0.071 0.645
O 0.726 -1.342 2.135
C 1.119 -0.867 3.494
C 1.054 0.653 3.413
C 1.047 1.371 4.579
C 1.000 2.714 4.556
C 1.117 3.409 3.358
C 1.087 2.700 2.208
N 1.108 1.326 2.191
H 0.494 -2.309 2.169
H 2.114 -1.296 3.846
H 0.359 -1.279 4.169
H 0.899 0.791 5.477
H 0.735 3.266 5.470
H 0.932 4.396 3.273
H 0.892 3.170 1.233
C -2.753 -1.477 -0.182
Si -2.434 0.312 -0.704
C -3.083 1.497 0.622
C -2.436 0.940 -2.441
O -0.711 0.306 -0.220
H -2.144 -2.045 -0.908
H -3.829 -1.707 -0.223
H -2.454 -1.595 0.856
H -2.961 1.310 1.654
H -4.177 1.588 0.349
H -2.712 2.526 0.401
H -1.848 1.790 -2.717
H -3.444 1.305 -2.652
H -2.287 0.145 -3.223
C 2.882 -3.042 -2.835
N 1.879 -1.991 -3.227
C 1.271 -1.888 -4.434
C 0.560 -0.751 -4.426
N 0.750 -0.181 -3.225
C 1.620 -0.903 -2.463
S 2.277 -0.699 -0.823
H 2.529 -3.979 -3.316
H 2.680 -3.313 -1.759
H 3.832 -2.652 -2.961
H 1.335 -2.594 -5.201
H -0.058 -0.314 -5.213
H 0.299 0.637 -2.944
```

Calculated values
* total charge: +3
* gap between HOMO and LUMO: 7.02 eV
* DFT total energy: -2359.5710 a.u.
* energy above the lowest of the compared OMol25 structures with the same formula, charge and spin: 18.24 kJ/mol



| no. | E_LUMO (eV) |
| --- | --- |
| 1 | 3.966 |
| 2 | -11.656 |